C34H37NO5PSTi as an isolated structure. Source: OMol25; level of theory: ωB97M-V/def2-TZVPD.

The geometry in ORCA input format:
```
! RIJCOSX wB97M-V def2-TZVPD def2/J DEFGRID3
* xyz 1 1
Ti 1.1526 0.7765 0.4754
O 3.7692 1.1254 3.5245
C 3.2497 1.0933 2.4485
O 1.9999 0.7249 2.1793
C 3.9697 1.4845 1.1726
C 5.2300 2.0250 1.0299
C 5.6620 2.3179 -0.2622
C 4.8463 2.0617 -1.3638
C 3.5969 1.5306 -1.1229
N 3.1946 1.2778 0.1158
C 2.5081 1.1693 -2.1123
O 2.7111 1.0705 -3.2941
O 1.3697 0.9350 -1.4916
H 5.8419 2.2061 1.9023
H 6.6424 2.7500 -0.4137
H 5.1566 2.2686 -2.3784
C -1.9057 0.4635 -2.4796
C -2.7461 -0.4120 -1.5893
C -3.6832 -1.2773 -2.1435
C -4.4968 -2.0724 -1.3495
C -4.3966 -2.0059 0.0323
C -3.4693 -1.1504 0.6073
C -2.6360 -0.3669 -0.1903
P -1.4080 0.7388 0.5605
C -1.2781 0.2762 2.3259
C -0.8774 -1.0585 2.5003
C -0.5169 -1.5547 3.7358
C -0.5350 -0.7049 4.8314
C -0.9497 0.6055 4.6765
C -1.3328 1.1284 3.4423
C -1.7938 2.5629 3.4014
C -1.9535 2.4213 0.2981
C -3.2679 2.8260 0.0882
C -3.5346 4.1718 -0.0908
C -2.4899 5.0927 -0.0535
C -1.1828 4.6779 0.1528
C -0.8945 3.3269 0.3266
C 0.4990 2.8154 0.5808
H -2.0358 0.1896 -3.5254
H -0.8428 0.3983 -2.2378
H -2.1921 1.5121 -2.3707
H -3.7787 -1.3199 -3.2222
H -5.2169 -2.7356 -1.8111
H -5.0407 -2.6053 0.6619
H -3.3941 -1.0899 1.6858
H -0.8653 -1.7200 1.6426
H -0.2178 -2.5890 3.8424
H -0.2381 -1.0654 5.8072
H -0.9848 1.2562 5.5413
H -1.9662 2.9207 4.4145
H -2.7170 2.6820 2.8375
H -1.0437 3.2122 2.9487
H -4.0656 2.0928 0.0599
H -4.5486 4.5080 -0.2609
H -2.7000 6.1452 -0.1931
H -0.3815 5.4065 0.1755
H 0.8734 3.1523 1.5555
H 1.1797 3.2288 -0.1737
C -1.3690 -4.4696 -1.9551
C -0.9742 -4.3046 -0.4904
C 0.4138 -3.6938 -0.3223
S 0.4225 -1.9951 -0.9480
O 1.2093 -1.2193 0.1392
C 1.5416 -2.1233 -2.3543
C 2.9962 -2.3639 -1.9765
C 3.8709 -2.3470 -3.2289
H -2.3468 -4.9405 -2.0411
H -0.6476 -5.0913 -2.4900
H -1.4360 -3.5003 -2.4568
H -0.9738 -5.2748 0.0093
H -1.7140 -3.6822 0.0214
H 1.1748 -4.2706 -0.8475
H 0.7053 -3.5887 0.7235
H 1.4246 -1.1811 -2.8927
H 1.1245 -2.9252 -2.9692
H 3.1061 -3.3154 -1.4523
H 3.3191 -1.5849 -1.2836
H 3.5734 -3.1328 -3.9249
H 4.9164 -2.5089 -2.9696
H 3.7885 -1.3875 -3.7412
*
```

As for the energy above the lowest of the compared OMol25 structures with the same formula, charge and spin: 2.22 kcal per mole. The total energy is -3337.73498 Eh. The HOMO-LUMO gap is 7.63 eV. Its largest force on an atom is 0.61 eV Å⁻¹.